{"formula": "C27H44N6OPdS2", "method": "the ωB97M-V functional and the def2-TZVPD basis", "homo_lumo_gap_ev": [7.45, 7.45], "charge": 2, "elements": ["Pd", "C", "C", "C", "C", "C", "C", "C", "N", "C", "C", "C", "C", "C", "C", "C", "N", "C", "C", "C", "C", "H", "H", "H", "H", "H", "H", "H", "H", "H", "H", "H", "H", "H", "H", "H", "H", "H", "H", "H", "H", "H", "H", "H", "H", "C", "C", "N", "N", "C", "S", "N", "N", "H", "H", "H", "H", "H", "H", "C", "C", "C", "S", "O", "C", "C", "C", "H", "H", "H", "H", "H", "H", "H", "H", "H", "H", "H", "H", "H", "H"], "positions_angstrom": [[0.20384, -0.24101, -0.09006], [1.85414, 1.30831, 6.71841], [1.05592, 0.05296, 6.33051], [-0.24105, 0.01733, 7.14105], [1.87785, -1.20697, 6.65841], [0.79476, 0.06996, 4.83773], [-0.48441, 0.05869, 4.28341], [-0.63840, 0.03087, 2.91269], [0.38692, 0.02083, 2.06128], [1.63488, 0.06126, 2.56631], [1.85533, 0.08939, 3.93017], [2.71405, 0.13523, 1.56492], [4.06179, 0.09022, 1.87940], [5.03122, 0.20860, 0.88567], [4.56457, 0.39414, -0.41707], [3.20915, 0.41840, -0.66714], [2.29780, 0.27866, 0.29620], [6.51940, 0.11404, 1.16386], [6.82476, 0.05121, 2.66088], [7.23401, 1.33374, 0.55792], [7.03728, -1.17023, 0.48942], [2.01626, 1.30936, 7.79594], [1.30972, 2.21711, 6.45695], [2.83147, 1.33713, 6.23455], [0.00262, -0.01458, 8.20197], [-0.83153, -0.87218, 6.91383], [-0.84951, 0.90768, 6.97160], [2.07100, -1.24394, 7.73020], [2.83970, -1.21016, 6.14421], [1.33170, -2.10938, 6.37876], [-1.36722, 0.06612, 4.90457], [-1.63238, 0.00207, 2.48823], [2.86960, 0.13941, 4.29796], [4.36963, -0.04410, 2.90481], [5.24678, 0.51898, -1.24504], [2.83840, 0.57466, -1.66875], [6.46032, 0.94042, 3.17997], [7.90347, 0.00584, 2.80310], [6.39727, -0.83964, 3.12543], [6.81304, 2.26604, 0.93801], [7.17480, 1.34322, -0.53017], [8.28938, 1.30425, 0.82707], [6.56472, -2.05579, 0.91828], [8.11398, -1.24897, 0.63990], [6.84573, -1.16297, -0.58413], [-4.42039, 3.01227, -0.11644], [-4.14485, 1.56431, -0.00256], [-5.02782, 0.63063, 0.07015], [-4.32552, -0.52758, 0.17325], [-3.00494, -0.35018, 0.16673], [-1.81984, -1.54359, 0.30990], [-2.86990, 1.00262, 0.05562], [-1.64243, 1.64007, -0.01623], [-5.49741, 3.15130, -0.15483], [-3.97990, 3.43542, -1.02051], [-4.02891, 3.55721, 0.74396], [-4.80892, -1.40850, 0.25553], [-1.64580, 2.31362, -0.77348], [-1.43793, 2.12962, 0.84830], [1.93608, 0.29806, -5.04434], [0.69415, -0.57339, -5.22816], [-0.51930, -0.16192, -4.39602], [-0.46894, -0.52590, -2.59387], [0.75567, 0.22681, -2.08527], [-0.06542, -2.32337, -2.74592], [1.40182, -2.73474, -2.54280], [1.71177, -3.31579, -1.16225], [2.74175, -0.07296, -5.67655], [2.28452, 0.29408, -4.01452], [1.73484, 1.33120, -5.33010], [0.94599, -1.62091, -5.05472], [0.38060, -0.50660, -6.27236], [-1.42755, -0.66753, -4.73297], [-0.68204, 0.91667, -4.44308], [-0.39843, -2.57360, -3.75173], [-0.72598, -2.83256, -2.04471], [2.05979, -1.88926, -2.75680], [1.62435, -3.50072, -3.28566], [1.52664, -2.59811, -0.36486], [2.75656, -3.62019, -1.10412], [1.09465, -4.19525, -0.97339]]}

{"formula": "C27H37N3O4S", "method": "the ωB97M-V functional and the def2-TZVPD basis", "smiles": "CCOc1ccc2c(c1)[C@@H](N(CCN1CCOCC1)C(=S)Nc1ccccc1OC)CC(C)(C)O2", "homo_lumo_gap_ev": 8.26, "charge": 0, "elements": ["C", "C", "O", "C", "C", "C", "C", "C", "C", "C", "N", "C", "C", "N", "C", "C", "O", "C", "C", "C", "S", "N", "C", "C", "C", "C", "C", "C", "O", "C", "C", "C", "C", "C", "O", "H", "H", "H", "H", "H", "H", "H", "H", "H", "H", "H", "H", "H", "H", "H", "H", "H", "H", "H", "H", "H", "H", "H", "H", "H", "H", "H", "H", "H", "H", "H", "H", "H", "H", "H", "H", "H"], "positions_angstrom": [[2.89201, 2.48373, -2.19389], [2.30805, 3.86688, -1.91565], [2.43026, 4.25022, -0.56239], [1.57786, 3.72829, 0.36717], [1.80824, 4.12285, 1.68782], [0.98415, 3.69262, 2.70125], [-0.08428, 2.83572, 2.43595], [-0.29634, 2.40409, 1.12978], [0.52266, 2.86931, 0.10491], [-1.40915, 1.43660, 0.81433], [-0.96138, 0.42222, -0.13225], [0.23485, -0.31366, 0.22379], [-0.04380, -1.79444, 0.59187], [0.98922, -2.44146, 1.36583], [2.28497, -2.50458, 0.71638], [3.16857, -3.47329, 1.50519], [3.31385, -3.05340, 2.84044], [2.05827, -2.95392, 3.46951], [1.14036, -1.97603, 2.73182], [-1.65758, 0.20669, -1.28173], [-3.11918, 0.94628, -1.54771], [-1.07821, -0.63345, -2.17546], [-1.53288, -1.18783, -3.37246], [-2.54266, -0.67275, -4.16953], [-2.88966, -1.30431, -5.35297], [-2.22554, -2.44389, -5.75654], [-1.20014, -2.96557, -4.97942], [-0.84897, -2.34896, -3.79397], [0.15346, -2.78434, -2.94966], [0.87306, -3.93710, -3.31264], [-1.94760, 0.81040, 2.10284], [-2.12393, 1.87586, 3.19080], [-2.59802, 1.22591, 4.49073], [-3.10438, 2.97110, 2.75995], [-0.85433, 2.45812, 3.49442], [2.36490, 1.72039, -1.62661], [3.94018, 2.46134, -1.90629], [2.80919, 2.25707, -3.25341], [1.26195, 3.92039, -2.24183], [2.87698, 4.62275, -2.46440], [2.63485, 4.78489, 1.88891], [1.14694, 4.00712, 3.71963], [0.29944, 2.53882, -0.89765], [-2.22522, 1.96895, 0.30875], [0.98515, -0.25371, -0.57475], [0.66107, 0.18949, 1.09383], [-0.18557, -2.39677, -0.31007], [-0.97110, -1.84420, 1.16810], [2.15350, -2.87002, -0.30403], [2.78321, -1.52048, 0.68491], [4.17481, -3.51309, 1.08472], [2.71617, -4.47607, 1.47583], [2.25144, -2.61069, 4.48698], [1.57667, -3.94281, 3.49887], [0.16105, -1.96473, 3.21457], [1.58348, -0.96676, 2.78983], [-0.22104, -1.08179, -1.88465], [-3.06200, 0.21736, -3.86075], [-3.68240, -0.89311, -5.95810], [-2.49303, -2.93809, -6.67789], [-0.68867, -3.85531, -5.31054], [1.40248, -3.79723, -4.26002], [1.59851, -4.09727, -2.51546], [0.21879, -4.81096, -3.38405], [-2.89744, 0.31345, 1.90524], [-1.23675, 0.07086, 2.47755], [-2.63011, 1.97197, 5.27976], [-1.91066, 0.43923, 4.79196], [-3.58953, 0.80356, 4.35772], [-3.31112, 3.62907, 3.60048], [-4.03548, 2.52872, 2.41767], [-2.68246, 3.56976, 1.95667]]}

{"formula": "C5H8OS", "method": "the ωB97M-V functional and the def2-TZVPD basis", "smiles": "C[C@H]1[C@H]2OCS[C@H]12", "homo_lumo_gap_ev": 9.44, "charge": 0, "elements": ["C", "C", "C", "O", "C", "S", "C", "H", "H", "H", "H", "H", "H", "H", "H"], "positions_angstrom": [[-0.92404, 1.94980, 0.69585], [-0.88719, 0.41160, 0.73327], [-0.50829, -0.53267, -0.35286], [0.25293, -0.56356, -1.53423], [1.28427, -1.55504, -1.24200], [1.47235, -1.75209, 0.60081], [0.51043, -0.28272, 0.75342], [-0.20949, 2.33490, -0.03451], [-1.87012, 2.41292, 0.48305], [-0.69621, 2.32696, 1.72039], [-1.67312, -0.08491, 1.37779], [-1.12206, -1.44496, -0.25909], [2.22939, -1.15992, -1.60426], [1.00804, -2.52030, -1.64075], [1.13311, 0.45999, 0.30312]]}

E_tot list, top to bottom, in Ha: -2382.76423, -1914.44852, -668.60018